{
  "formula": "C20H39NO3PPdSi2Te",
  "method": "ωB97M-V/def2-TZVPD",
  "species": ["Pd", "C", "P", "C", "C", "H", "H", "H", "H", "H", "H", "H", "H", "H", "O", "C", "N", "C", "O", "C", "C", "C", "C", "C", "C", "H", "H", "H", "H", "C", "Si", "C", "C", "C", "Te", "C", "Si", "C", "C", "C", "H", "H", "H", "H", "H", "H", "H", "H", "H", "H", "H", "H", "H", "H", "H", "H", "H", "H", "H", "H", "H", "H", "C", "O", "H", "H", "H", "H"],
  "xyz": [[0.8714, 0.1483, 1.5563], [4.1619, 1.2950, 1.0456], [2.9865, 0.0192, 0.5183], [3.8590, -1.5300, 0.9209], [3.0257, 0.0225, -1.2939], [5.1555, 1.0725, 0.6531], [4.2102, 1.3333, 2.1335], [3.8222, 2.2575, 0.6697], [4.8656, -1.5154, 0.4999], [3.3226, -2.3769, 0.4957], [3.9316, -1.6643, 2.0005], [4.0024, -0.3190, -1.6404], [2.8343, 1.0270, -1.6573], [2.2562, -0.6458, -1.6823], [1.7980, 2.8375, -0.1920], [0.5927, 2.7338, -0.1343], [-0.0854, 1.7152, 0.5286], [-1.4291, 1.9660, 0.4908], [-2.2854, 1.3020, 1.0729], [-1.6696, 3.1814, -0.3363], [-2.8371, 3.8189, -0.6963], [-2.7127, 4.9713, -1.4699], [-1.4635, 5.4556, -1.8469], [-0.2904, 4.8060, -1.4670], [-0.4269, 3.6614, -0.7128], [-3.8036, 3.4413, -0.3906], [-3.6014, 5.5040, -1.7809], [-1.4053, 6.3561, -2.4436], [0.6839, 5.1812, -1.7497], [1.8515, -5.7980, 2.0576], [0.4241, -5.5291, 0.8857], [0.5575, -6.5889, -0.6407], [-1.2083, -5.8159, 1.7480], [0.5236, -3.7155, 0.3021], [-0.0839, -2.3171, 1.7665], [-2.1404, -2.2849, 1.2977], [-2.6496, -2.1346, -0.5489], [-1.3423, -1.2624, -1.5655], [-4.2467, -1.1800, -0.5495], [-2.9181, -3.8717, -1.1955], [1.9396, -6.8527, 2.3251], [1.7218, -5.2376, 2.9868], [2.7993, -5.4944, 1.6074], [0.5034, -7.6472, -0.3772], [1.5013, -6.4271, -1.1650], [-0.2564, -6.3805, -1.3383], [-1.2604, -6.8499, 2.0965], [-2.0530, -5.6600, 1.0730], [-1.3429, -5.1786, 2.6257], [-0.0825, -3.5428, -0.5861], [1.5565, -3.4711, 0.0529], [-2.5251, -1.4500, 1.8853], [-2.5480, -3.2055, 1.7201], [-1.3372, -0.1956, -1.3498], [-1.5696, -1.3894, -2.6269], [-0.3321, -1.6428, -1.4025], [-4.0648, -0.1441, -0.2594], [-4.9674, -1.6103, 0.1491], [-4.7052, -1.1836, -1.5407], [-1.9891, -4.3928, -1.4368], [-3.5083, -3.8304, -2.1139], [-3.4738, -4.4857, -0.4833], [-0.6702, 1.3667, 4.0245], [-0.9270, 0.3288, 3.0674], [-0.1216, 0.9231, 4.8517], [-1.6085, 1.7751, 4.3986], [-0.0788, 2.1725, 3.5832], [-1.5803, 0.6540, 2.3987]],
  "forces_ev_per_a": [[-0.045, 0.222, 0.176], [0.036, 0.043, -0.082], [0.103, -0.048, 0.084], [-0.014, 0.002, 0.048], [-0.065, -0.051, 0.053], [0.005, -0.013, -0.006], [0.001, -0.033, 0.004], [0.013, -0.031, 0.047], [0.001, 0.012, 0.000], [0.001, -0.038, 0.021], [-0.012, -0.001, -0.009], [0.001, 0.050, -0.004], [-0.039, 0.102, -0.030], [0.013, -0.001, 0.004], [-0.018, -0.094, -0.141], [0.004, -0.003, -0.019], [-0.008, 0.033, -0.018], [0.016, -0.103, -0.031], [-0.119, -0.011, -0.100], [-0.010, 0.006, 0.014], [0.006, 0.001, 0.001], [-0.004, 0.003, -0.003], [-0.003, 0.004, -0.001], [-0.002, -0.013, 0.004], [-0.002, 0.007, -0.006], [-0.001, 0.002, 0.003], [0.001, 0.001, -0.001], [-0.001, 0.000, 0.000], [0.000, 0.000, 0.000], [-0.018, 0.005, 0.011], [-0.001, 0.005, 0.036], [0.020, 0.008, -0.001], [-0.023, -0.028, -0.019], [0.002, -0.007, -0.057], [-0.006, -0.221, -0.005], [-0.021, 0.109, -0.133], [-0.016, -0.079, 0.143], [-0.037, -0.022, 0.004], [0.005, 0.005, -0.043], [0.002, 0.003, -0.031], [-0.009, 0.001, 0.007], [0.007, 0.011, -0.007], [0.004, -0.012, -0.003], [0.001, 0.000, 0.001], [0.000, 0.005, 0.000], [0.000, -0.008, -0.002], [0.002, -0.001, 0.000], [0.020, 0.007, 0.013], [0.016, -0.001, 0.005], [0.015, -0.019, 0.029], [0.027, -0.020, -0.042], [-0.029, 0.009, -0.044], [-0.003, 0.006, 0.023], [0.034, 0.116, 0.017], [-0.017, 0.027, 0.004], [-0.017, 0.045, -0.017], [-0.015, 0.015, 0.045], [0.004, 0.001, -0.003], [0.017, 0.000, -0.003], [0.003, -0.008, 0.030], [0.012, 0.002, -0.011], [-0.019, 0.019, -0.009], [-0.097, -0.033, 0.034], [0.352, -0.089, 0.091], [0.016, 0.010, -0.003], [-0.003, -0.012, 0.010], [-0.017, 0.009, -0.007], [-0.065, 0.095, -0.074]],
  "lowdin_charge": [0.53, -0.25, 0.73, -0.26, -0.23, 0.06, 0.05, 0.03, 0.06, 0.01, 0.05, 0.06, 0.04, 0.04, 0.05, -0.42, 0.02, -0.42, 0.04, -0.09, 0.01, -0.05, -0.05, 0.01, -0.09, 0.12, 0.11, 0.11, 0.12, -0.18, 0.40, -0.17, -0.18, -0.55, 1.42, -0.51, 0.45, -0.17, -0.16, -0.17, 0.04, 0.03, 0.03, 0.04, 0.04, 0.03, 0.05, 0.02, 0.02, -0.02, -0.01, 0.00, 0.01, 0.02, 0.05, 0.00, 0.02, 0.04, 0.04, 0.02, 0.04, 0.03, -0.11, -0.31, 0.09, 0.09, 0.08, 0.01],
  "mol_weight_g_mol": 662.70,
  "total_charge": 1,
  "s2": 2.0105,
  "spin_multiplicity": 3,
  "lumo_energy_ev": [-2.524, -5.289]
}

{
  "formula": "C18H18N6O",
  "method": "ωB97M-V/def2-TZVPD",
  "species": ["C", "N", "C", "C", "C", "C", "C", "N", "C", "C", "C", "C", "C", "C", "C", "C", "N", "C", "C", "C", "N", "O", "C", "N", "N", "H", "H", "H", "H", "H", "H", "H", "H", "H", "H", "H", "H", "H", "H", "H", "H", "H", "H"],
  "xyz": [[-2.6673, -0.3195, -3.1090], [-1.2877, -0.1191, -3.5908], [-0.1975, -0.0290, -2.7408], [-0.2566, -0.3874, -1.4212], [0.8951, -0.2439, -0.5470], [0.7385, -0.4649, 0.9274], [1.6517, -1.1969, 1.6667], [1.0237, -1.3954, 2.9069], [-0.2322, -0.7813, 2.9310], [-1.1885, -0.6528, 3.9016], [-1.0213, -1.3059, 5.2605], [-2.3771, 0.0341, 3.5809], [-2.5964, 0.6586, 2.3414], [-3.8636, 1.3996, 1.9707], [-1.5259, 0.6096, 1.4157], [-0.3956, -0.1791, 1.7062], [2.0793, 0.0867, -0.9996], [2.1486, 0.3134, -2.3900], [3.1629, 0.6110, -3.1956], [4.5684, 0.7914, -2.8792], [5.0208, 0.6816, -1.5837], [5.3631, 1.0625, -3.7595], [2.6421, 0.7702, -4.5367], [1.3297, 0.6032, -4.5364], [1.0340, 0.3147, -3.2389], [-2.7543, -1.3734, -2.8299], [-3.3712, -0.1386, -3.9222], [-2.9249, 0.3550, -2.2667], [-1.0809, 0.2203, -4.5376], [-1.1652, -0.7936, -1.0459], [2.6638, -1.5066, 1.3244], [1.4131, -1.9166, 3.6827], [-1.2565, -0.6257, 6.0881], [-0.0027, -1.6577, 5.4345], [-1.6856, -2.1692, 5.2792], [-3.1319, 0.0729, 4.3185], [-3.8270, 2.4298, 2.2790], [-3.9888, 1.3304, 0.9032], [-4.7640, 0.9253, 2.4010], [-1.5527, 1.1377, 0.4591], [5.8963, 1.1781, -1.4045], [4.3329, 0.5314, -0.8245], [3.1512, 1.1387, -5.4192]],
  "forces_ev_per_a": [[0.814, 0.001, -0.135], [1.300, 0.912, -0.165], [-1.290, -0.838, -0.653], [1.068, 0.420, 0.854], [-0.817, 0.223, -0.108], [1.888, -0.718, -2.069], [-1.446, 0.738, 0.229], [0.871, -0.380, 0.215], [1.314, -0.306, -0.152], [-1.219, 0.149, 1.257], [-0.081, 0.181, -0.248], [1.305, -0.408, -0.645], [1.510, 0.016, -0.816], [-0.124, -1.066, 0.502], [-0.728, -0.409, 0.521], [-1.340, 1.135, -1.040], [0.157, 0.318, -1.952], [-2.406, -0.686, 2.028], [2.060, 0.437, -2.205], [1.243, 0.270, 0.447], [-0.958, 0.025, 0.625], [0.241, 0.216, -0.562], [-0.522, 0.291, 1.482], [0.127, -0.054, 0.284], [-0.391, -0.191, 0.741], [-0.286, 0.197, 0.291], [0.238, 0.061, 0.005], [0.253, -0.434, -0.375], [-0.448, -0.266, 0.690], [-0.471, -0.033, 0.357], [-1.106, -0.045, 0.785], [-0.079, 0.220, -0.361], [-0.134, -0.167, -0.248], [-0.041, -0.005, -0.092], [0.006, -0.075, 0.367], [-0.776, 0.060, 0.768], [-0.056, 0.478, 0.086], [-0.053, 0.264, -0.457], [0.440, 0.235, 0.048], [-0.239, -0.192, 0.298], [-0.594, -0.522, -0.037], [0.726, 0.338, -0.745], [0.040, -0.392, 0.183]],
  "lowdin_charge": [-0.07, 0.00, -0.23, 0.03, -0.21, -0.13, 0.01, 0.09, -0.19, -0.20, -0.03, 0.00, -0.25, -0.05, 0.03, -0.15, 0.17, -0.17, -0.11, -0.52, 0.15, 0.04, -0.03, 0.10, -0.01, 0.08, 0.08, 0.09, 0.13, 0.09, 0.14, 0.14, 0.08, 0.06, 0.08, 0.10, 0.07, 0.06, 0.08, 0.11, 0.11, 0.08, 0.12],
  "mol_weight_g_mol": 334.38,
  "total_charge": 0,
  "spin_multiplicity": 1,
  "lumo_energy_ev": 0.577
}

{
  "formula": "C6H25NO5",
  "method": "ωB97M-V/def2-TZVPD",
  "species": ["C", "C", "C", "N", "C", "C", "C", "H", "H", "H", "H", "H", "H", "H", "H", "H", "H", "H", "H", "H", "H", "H", "O", "H", "H", "O", "H", "H", "O", "H", "H", "O", "H", "H", "O", "H", "H"],
  "xyz": [[-2.3735, -1.4238, 2.7439], [-1.0121, -1.4866, 2.1935], [-0.8870, -0.4709, 1.0717], [0.3721, -0.6776, 0.3282], [0.7930, 0.6138, -0.2612], [2.2002, 0.5672, -0.8541], [2.2277, 0.7320, -2.3336], [-2.3930, -1.0005, 3.7109], [-2.9743, -0.8279, 2.0732], [-2.9807, -2.2817, 2.6300], [-0.3993, -1.1705, 3.1317], [-0.6818, -2.5387, 1.9510], [-1.6948, -0.8411, 0.3767], [-0.8725, 0.4052, 1.5592], [1.1545, -1.0259, 0.8611], [0.0738, 0.6844, -1.1869], [0.6652, 1.6382, 0.2404], [2.5521, -0.5024, -0.5982], [2.9363, 1.1009, -0.2200], [2.3912, 1.7926, -2.5322], [1.3269, 0.3527, -2.8596], [3.1962, 0.1101, -2.8862], [3.0659, -2.1070, 0.9663], [3.9441, -2.0646, 0.4867], [3.2619, -1.7448, 1.7768], [-3.2804, 1.5158, -0.6050], [-2.4024, 1.5022, -0.1854], [-3.5148, 0.5396, -0.7364], [-0.4343, -3.4270, -0.5808], [-1.1718, -2.7384, -0.7145], [0.2755, -2.8400, -0.3835], [-0.7074, 2.2700, -3.1336], [-1.5859, 2.2983, -2.6180], [-0.4787, 1.2903, -3.5317], [0.2448, 3.5905, 0.9663], [0.5486, 2.7170, 0.5580], [-0.5798, 3.9591, 0.5319]],
  "forces_ev_per_a": [[-1.758, 0.361, -1.133], [2.512, -0.880, 2.150], [1.294, -6.055, -1.785], [0.312, 2.337, 0.224], [-1.453, 0.289, -3.127], [0.734, -3.536, 2.056], [3.067, -0.876, -2.390], [-0.466, 0.213, 1.056], [-0.284, 1.114, 0.025], [-0.158, -1.633, 0.678], [-0.099, -0.472, -1.932], [-0.314, 1.226, -0.150], [0.288, 1.598, 0.491], [-0.920, 3.766, 0.946], [-0.156, -0.199, 0.637], [1.096, 0.470, 1.662], [-0.015, -3.166, -0.068], [-0.633, 1.382, -0.632], [-0.432, 0.544, -0.877], [-0.260, -0.111, -0.632], [0.564, 0.261, 0.563], [-2.642, 1.842, 1.677], [1.082, -1.242, -3.617], [-1.603, -0.186, 0.677], [0.634, 1.262, 3.158], [-0.028, -1.925, -0.267], [-0.455, -0.155, -0.119], [0.577, 2.127, 0.332], [-2.792, 0.917, -0.607], [1.564, -1.789, 0.201], [1.210, 0.790, 0.281], [-0.525, -2.873, -0.421], [1.902, -0.832, -1.411], [-1.567, 3.750, 1.839], [-0.679, -0.108, -0.623], [-1.239, 2.927, 0.700], [1.642, -1.136, 0.438]],
  "lowdin_charge": [-0.13, -0.27, -0.24, -0.06, -0.23, -0.28, -0.13, 0.07, 0.06, 0.07, 0.14, 0.12, 0.12, 0.08, 0.07, 0.12, 0.07, 0.09, 0.12, 0.07, 0.05, 0.14, -0.04, 0.09, 0.00, -0.09, 0.01, 0.08, -0.08, 0.07, -0.02, -0.17, 0.05, 0.11, -0.11, -0.02, 0.07],
  "mol_weight_g_mol": 191.27,
  "total_charge": 0,
  "spin_multiplicity": 1,
  "lumo_energy_ev": 0.289
}

What energy relative to the best compared isomer or geometry (same formula, charge and spin) values result from the calculations? In sequence: 0.0 0.0 472.0 kJ/mol.